(1)
Here is a single C5H11N molecule in a non-equilibrium geometry from OMol25. Energies are from ωB97M-V/def2-TZVPD.

The value obtained for the LUMO energy is 1.06 eV. Its maximum force is 1.97 eV/A. As for the molecular weight: 85.15 g mol⁻¹. Its SMILES is CN1CC1(C)C.

```
17
Properties=species:S:1:pos:R:3:nbo_charge:R:1
C -1.917 -0.155 -0.593 -0.4151
C -0.178 -0.872 1.147 -0.2526
C 0.561 -0.080 0.067 0.0856
C 1.796 -0.682 -0.592 -0.6088
C 0.432 1.418 0.233 -0.6335
H -1.892 0.346 -1.561 0.2049
H -2.692 -0.888 -0.535 0.2061
H -2.327 0.623 0.101 0.1592
H -0.792 -0.153 1.772 0.1747
H 0.114 -1.836 1.663 0.2108
H 2.761 -0.494 -0.062 0.2081
H 1.706 -1.747 -0.706 0.2247
H 1.975 -0.276 -1.603 0.2104
H -0.389 1.651 0.927 0.2133
H 0.136 2.023 -0.672 0.2134
H 1.380 1.915 0.651 0.2219
N -0.671 -0.792 -0.234 -0.4229
```


(2)
Here is 2 unconnected molecules or ions with the total composition C5H11N from OMol25. Energies are from ωB97M-V/def2-TZVPD.

The value obtained for the LUMO energy is 1.03 eV. Its maximum force is 0.39 eV/A. As for the molecular weight: 85.15 g mol⁻¹.

```
17
Properties=species:S:1:pos:R:3:nbo_charge:R:1
C 0.534 -1.191 -1.626 -0.6549
C 1.178 -0.241 -0.668 0.0098
N 0.596 0.840 -0.277 -0.2169
C -0.536 1.674 -0.634 -0.2564
C 0.447 1.971 0.446 -0.2851
C -0.937 -0.873 2.040 -0.8612
H 0.412 -2.184 -1.174 0.2203
H -0.456 -0.829 -1.923 0.2217
H 1.129 -1.325 -2.538 0.2214
H -1.283 -1.204 1.054 0.2019
H 2.145 -0.464 -0.226 0.1924
H -0.467 2.071 -1.653 0.1767
H -1.527 1.306 -0.360 0.1862
H 1.209 2.743 0.451 0.1926
H -0.910 0.220 2.075 0.2302
H 0.076 -1.250 2.205 0.2102
H -1.609 -1.264 2.808 0.2111
```